Here is 21 unconnected molecules or ions with the total composition C82H216N10O31 from OMol25. Energies are from the ωB97M-V functional and the def2-TZVPD basis.

CARTESIAN COORDINATES (ANGSTROEM)
1 C -0.138 -10.895 9.195
2 O -0.343 -10.702 7.832
3 C 0.158 -11.837 7.154
4 C 0.104 -11.556 5.684
5 N 1.000 -10.438 5.362
6 C 1.187 -10.295 3.917
7 C 2.044 -9.052 3.643
8 O 1.419 -7.944 4.170
9 C 2.303 -6.867 4.239
10 H 0.905 -11.181 9.391
11 H -0.855 -11.633 9.512
12 H -0.335 -9.954 9.696
13 H -0.441 -12.704 7.352
14 H 1.180 -11.985 7.374
15 H -0.909 -11.448 5.295
16 H 0.426 -12.499 5.191
17 H 0.771 -9.559 5.810
18 H 0.263 -10.162 3.387
19 H 1.688 -11.183 3.528
20 H 2.123 -9.004 2.542
21 H 3.055 -9.234 4.039
22 H 1.886 -6.032 4.817
23 H 2.423 -6.390 3.264
24 H 3.266 -7.158 4.622
25 C 4.471 2.572 -3.405
26 O 4.974 1.476 -4.098
27 C 4.045 0.371 -3.989
28 C 4.575 -0.715 -4.934
29 N 4.843 -0.275 -6.328
30 C 3.663 0.370 -6.934
31 C 3.852 0.685 -8.395
32 O 4.831 1.736 -8.386
33 C 4.737 2.534 -9.557
34 H 4.129 2.350 -2.366
35 H 3.610 3.025 -3.952
36 H 5.325 3.278 -3.413
37 H 3.096 0.773 -4.404
38 H 3.902 -0.016 -2.957
39 H 3.783 -1.473 -4.955
40 H 5.425 -1.231 -4.530
41 H 5.537 0.457 -6.207
42 H 3.337 1.323 -6.559
43 H 2.839 -0.326 -6.767
44 H 2.873 1.126 -8.775
45 H 4.118 -0.118 -9.074
46 H 5.007 1.964 -10.465
47 H 5.498 3.299 -9.464
48 H 3.723 2.904 -9.740
49 C 2.802 8.654 6.311
50 O 3.430 7.398 6.176
51 C 3.689 7.206 4.805
52 C 4.466 5.845 4.662
53 N 3.427 4.799 4.639
54 C 3.992 3.438 4.610
55 C 2.889 2.478 4.584
56 O 2.084 2.734 5.769
57 C 0.800 2.180 5.800
58 H 2.628 8.811 7.361
59 H 1.778 8.753 5.807
60 H 3.466 9.447 5.916
61 H 4.290 8.077 4.422
62 H 2.724 7.185 4.340
63 H 5.200 5.780 5.498
64 H 4.987 5.911 3.689
65 H 2.858 4.829 5.458
66 H 4.529 3.226 5.519
67 H 4.650 3.279 3.746
68 H 3.300 1.431 4.630
69 H 2.346 2.536 3.629
70 H 0.782 1.086 5.830
71 H 0.178 2.562 4.997
72 H 0.411 2.508 6.771
73 C 7.477 3.604 2.419
74 O 6.436 2.643 2.362
75 C 5.831 2.517 1.084
76 C 4.827 1.320 1.129
77 N 5.516 0.146 1.771
78 C 4.775 -1.054 2.011
79 C 4.334 -1.889 0.816
80 O 3.410 -1.193 -0.010
81 C 3.021 -1.901 -1.183
82 H 7.095 4.624 2.183
83 H 8.346 3.294 1.837
84 H 7.738 3.578 3.444
85 H 6.572 2.289 0.334
86 H 5.296 3.442 0.868
87 H 4.508 1.056 0.082
88 H 3.863 1.536 1.670
89 H 5.922 0.400 2.657
90 H 3.786 -0.759 2.460
91 H 5.376 -1.584 2.763
92 H 3.829 -2.765 1.285
93 H 5.177 -2.218 0.222
94 H 2.396 -1.267 -1.762
95 H 2.381 -2.805 -0.919
96 H 3.900 -2.202 -1.765
97 C 10.072 -10.090 -1.178
98 O 9.246 -9.579 -0.171
99 C 8.001 -9.150 -0.654
100 C 7.270 -8.481 0.507
101 N 6.032 -7.980 -0.009
102 C 5.191 -7.307 0.988
103 C 3.951 -6.815 0.282
104 O 3.369 -5.804 1.087
105 C 2.170 -5.316 0.538
106 H 10.964 -10.461 -0.628
107 H 10.570 -9.372 -1.866
108 H 9.636 -10.929 -1.729
109 H 7.392 -9.923 -1.041
110 H 8.152 -8.402 -1.450
111 H 7.966 -7.673 0.843
112 H 7.125 -9.125 1.409
113 H 6.245 -7.224 -0.656
114 H 5.622 -6.432 1.460
115 H 5.014 -7.988 1.852
116 H 3.221 -7.658 0.082
117 H 4.329 -6.425 -0.641
118 H 1.901 -4.539 1.254
119 H 1.396 -6.084 0.351
120 H 2.338 -4.848 -0.461
121 C -5.315 0.239 1.643
122 O -4.049 0.737 2.146
123 C -3.587 0.033 3.348
124 C -2.200 0.539 3.673
125 N -1.633 0.194 5.001
126 C -1.127 -1.175 5.116
127 C 0.269 -1.316 4.619
128 O 0.615 -2.654 4.568
129 C 1.944 -2.758 4.096
130 H -5.349 -0.807 1.458
131 H -5.339 0.747 0.698
132 H -6.165 0.562 2.237
133 H -3.664 -1.035 3.091
134 H -4.249 0.264 4.172
135 H -2.194 1.613 3.608
136 H -1.533 0.160 2.927
137 H -2.279 0.514 5.692
138 H -1.817 -1.850 4.590
139 H -1.165 -1.442 6.161
140 H 0.983 -0.728 5.240
141 H 0.262 -0.907 3.592
142 H 2.090 -2.285 3.162
143 H 2.182 -3.829 4.038
144 H 2.687 -2.292 4.736
145 C -6.854 3.052 -0.570
146 O -7.368 4.302 -1.015
147 C -6.388 5.179 -1.478
148 C -6.886 6.623 -1.300
149 N -6.080 7.654 -1.895
150 C -6.758 8.924 -1.921
151 C -5.937 9.929 -2.679
152 O -6.613 11.108 -2.965
153 C -6.498 12.152 -2.016
154 H -6.420 2.474 -1.387
155 H -7.711 2.481 -0.166
156 H -6.024 3.115 0.160
157 H -6.204 4.957 -2.539
158 H -5.431 4.923 -0.995
159 H -6.984 6.686 -0.212
160 H -7.919 6.697 -1.700
161 H -5.917 7.371 -2.879
162 H -6.922 9.265 -0.857
163 H -7.687 8.936 -2.461
164 H -5.625 9.494 -3.623
165 H -4.967 10.214 -2.194
166 H -5.472 12.493 -2.061
167 H -6.764 11.863 -1.005
168 H -7.163 12.941 -2.284
169 C -1.327 -3.706 0.817
170 O -1.149 -3.001 -0.434
171 C -2.179 -2.112 -0.785
172 C -2.187 -0.825 0.032
173 N -1.167 0.130 -0.245
174 C 0.095 -0.089 0.458
175 C 0.690 1.286 0.783
176 O 0.805 2.162 -0.353
177 C 1.612 1.528 -1.390
178 H -0.881 -4.671 0.840
179 H -2.405 -3.888 0.970
180 H -1.060 -3.198 1.738
181 H -3.145 -2.650 -0.558
182 H -2.103 -2.001 -1.873
183 H -2.319 -1.080 1.073
184 H -3.071 -0.294 -0.263
185 H -1.476 1.047 0.124
186 H 0.675 -0.722 -0.239
187 H -0.117 -0.644 1.407
188 H 1.716 1.106 1.134
189 H 0.129 1.877 1.530
190 H 1.020 0.837 -1.975
191 H 2.490 1.023 -0.979
192 H 1.872 2.368 -2.038
193 C -8.412 0.786 -2.933
194 O -7.436 -0.033 -2.306
195 C -6.192 -0.039 -3.031
196 C -5.224 -0.804 -2.179
197 N -5.582 -2.096 -1.736
198 C -5.771 -3.132 -2.829
199 C -5.805 -4.574 -2.384
200 O -6.939 -4.777 -1.540
201 C -6.816 -6.024 -0.925
202 H -8.299 1.841 -2.676
203 H -9.395 0.410 -2.617
204 H -8.334 0.737 -4.034
205 H -5.738 0.958 -3.026
206 H -6.316 -0.425 -4.040
207 H -5.114 -0.188 -1.268
208 H -4.270 -0.848 -2.677
209 H -6.501 -2.004 -1.313
210 H -4.927 -3.008 -3.503
211 H -6.611 -2.869 -3.501
212 H -4.912 -4.661 -1.790
213 H -5.852 -5.217 -3.278
214 H -6.672 -6.836 -1.635
215 H -7.736 -6.236 -0.395
216 H -6.003 -6.064 -0.200
217 C -3.435 8.209 0.604
218 O -2.410 7.331 0.169
219 C -2.455 6.860 -1.162
220 C -2.210 7.995 -2.211
221 N -0.953 8.747 -1.997
222 C -0.966 10.121 -2.432
223 C -0.702 10.329 -3.929
224 O -1.240 11.605 -4.282
225 C -2.628 11.621 -4.454
226 H -3.124 9.254 0.398
227 H -3.608 8.151 1.661
228 H -4.384 7.935 0.062
229 H -3.434 6.414 -1.356
230 H -1.697 6.081 -1.271
231 H -3.019 8.799 -2.132
232 H -2.267 7.462 -3.192
233 H -0.778 8.670 -0.967
234 H -0.190 10.675 -1.949
235 H -1.952 10.559 -2.319
236 H -1.217 9.573 -4.494
237 H 0.295 10.330 -4.228
238 H -3.175 11.807 -3.580
239 H -2.973 10.681 -4.888
240 H -2.821 12.483 -5.096
241 C 1.987 6.684 -4.100
242 C 1.137 5.524 -3.604
243 O -0.213 5.628 -3.995
244 H 2.991 6.314 -3.865
245 H 1.729 7.639 -3.617
246 H 1.879 6.781 -5.177
247 H 1.157 5.404 -2.535
248 H 1.629 4.614 -3.930
249 H -0.720 4.988 -3.531
250 C -1.228 -5.450 5.623
251 C -1.350 -5.703 4.191
252 O -2.729 -5.625 3.748
253 H -0.279 -5.810 5.985
254 H -1.782 -6.133 6.234
255 H -1.393 -4.387 5.840
256 H -0.985 -6.705 4.002
257 H -0.798 -5.002 3.590
258 H -2.794 -6.159 2.932
259 C 8.157 -0.266 -2.403
260 C 7.013 -0.411 -1.398
261 O 7.500 -0.880 -0.145
262 H 8.533 -1.227 -2.635
263 H 8.973 0.281 -1.965
264 H 7.865 0.124 -3.368
265 H 6.187 -1.006 -1.800
266 H 6.519 0.569 -1.301
267 H 6.909 -0.491 0.522
268 C -2.754 3.668 -2.899
269 C -1.681 3.061 -2.034
270 O -1.359 1.746 -2.483
271 H -3.572 2.940 -3.055
272 H -2.293 3.868 -3.888
273 H -3.233 4.610 -2.624
274 H -1.866 3.112 -0.973
275 H -0.713 3.550 -2.202
276 H -1.253 1.175 -1.682
277 C -0.724 -8.007 1.272
278 C -2.216 -8.323 0.956
279 O -2.913 -7.218 1.429
280 H -0.499 -7.046 0.773
281 H -0.118 -8.709 0.670
282 H -0.397 -8.019 2.303
283 H -2.536 -9.257 1.420
284 H -2.267 -8.514 -0.094
285 H -3.861 -7.395 1.459
286 C -5.346 -3.761 1.789
287 C -5.175 -3.395 3.233
288 O -3.783 -3.086 3.493
289 H -4.576 -4.499 1.474
290 H -5.221 -2.855 1.169
291 H -6.296 -4.242 1.642
292 H -5.514 -4.255 3.863
293 H -5.807 -2.518 3.436
294 H -3.345 -3.938 3.791
295 C -3.313 4.459 2.628
296 C -2.785 4.103 1.291
297 O -2.421 2.699 1.321
298 H -4.018 3.744 2.940
299 H -3.774 5.460 2.616
300 H -2.549 4.510 3.380
301 H -1.874 4.632 1.022
302 H -3.535 4.339 0.559
303 H -3.141 2.072 1.579
304 C 0.531 5.566 0.529
305 C 1.106 4.866 1.699
306 O 1.431 5.928 2.699
307 H 0.094 4.854 -0.139
308 H 1.285 6.114 -0.044
309 H -0.313 6.234 0.880
310 H 2.030 4.307 1.381
311 H 0.351 4.214 2.152
312 H 2.107 5.507 3.232
313 C -2.469 -6.560 -3.108
314 C -1.590 -6.413 -1.912
315 O -0.545 -5.501 -2.241
316 H -3.183 -7.375 -3.035
317 H -1.870 -6.778 -4.007
318 H -2.999 -5.663 -3.355
319 H -1.088 -7.374 -1.650
320 H -2.168 -6.176 -1.054
321 H -0.750 -4.659 -1.804
322 C 0.315 2.909 -6.732
323 C -0.224 1.602 -6.066
324 O 0.242 1.466 -4.754
325 H 1.384 2.795 -6.883
326 H 0.091 3.755 -6.140
327 H -0.122 3.086 -7.699
328 H 0.144 0.681 -6.549
329 H -1.278 1.712 -6.088
330 H -0.516 1.559 -4.141
331 C -0.783 -1.993 -4.523
332 C 0.293 -1.576 -3.500
333 O 1.517 -1.355 -4.119
334 H -0.297 -2.798 -5.125
335 H -0.970 -1.128 -5.189
336 H -1.711 -2.341 -4.052
337 H 0.485 -2.392 -2.773
338 H -0.118 -0.719 -2.930
339 H 1.262 -0.522 -4.571

**Relative energy (zero: lowest compared OMol25 entry of this formula, charge and spin)**: 160.0 kJ/mol
**HOMO**: -8.5 eV
**Frontier orbital gap**: 8.69 eV
**Molar mass**: 1838.669 g/mol

Atom charges from the Mulliken analysis, given in e for atoms 1 to 99:
1. C -0.76
2. O -0.26
3. C -0.69
4. C -0.79
5. N -0.31
6. C -0.74
7. C -0.58
8. O 0.01
9. C -0.29
10. H 0.32
11. H 0.30
12. H 0.23
13. H 0.47
14. H 0.40
15. H 0.40
16. H 0.37
17. H 0.24
18. H 0.27
19. H 0.42
20. H 0.11
21. H 0.73
22. H -0.01
23. H -0.21
24. H 0.49
25. C -0.21
26. O -0.62
27. C 2.22
28. C -1.49
29. N -0.35
30. C -0.22
31. C -0.77
32. O -0.28
33. C -0.78
34. H -0.19
35. H 0.18
36. H 0.39
37. H -0.75
38. H -0.28
39. H 0.35
40. H 0.39
41. H 0.36
42. H 0.13
43. H 0.30
44. H 0.29
45. H 0.46
46. H 0.29
47. H 0.25
48. H 0.31
49. C -0.68
50. O -0.36
51. C -0.44
52. C -0.58
53. N -0.02
54. C -0.59
55. C 0.73
56. O -0.48
57. C -0.36
58. H 0.27
59. H 0.24
60. H 0.28
61. H 0.41
62. H 0.23
63. H 0.43
64. H 0.24
65. H 0.18
66. H 0.42
67. H -0.19
68. H 0.40
69. H -0.56
70. H 0.07
71. H 0.15
72. H 0.32
73. C -0.90
74. O -0.38
75. C -1.15
76. C 1.94
77. N -0.30
78. C -1.16
79. C 0.00
80. O 1.07
81. C 0.39
82. H 0.29
83. H 0.31
84. H 0.31
85. H 0.68
86. H 0.40
87. H -0.87
88. H -0.68
89. H 0.23
90. H 0.12
91. H 0.69
92. H -0.39
93. H 0.59
94. H -0.67
95. H -1.06
96. H 0.63
97. C -0.75
98. O -0.30
99. C -0.47